Record 1
The following is a quantum chemistry calculation of a molecular structure, C11H34F3O11V in a non-equilibrium geometry, from the Open Molecules 2025 dataset.

Structure (XYZ):
```
60
C11H34F3O11V, DFT ωB97M-V/def2-TZVPD
O 0.3869 -0.7276 0.1848
V -0.3351 0.1656 -0.9050
O -0.3730 1.6794 -0.4097
C -1.5522 -0.7503 -3.1990
O -0.6417 -1.4885 -2.3503
O -1.5084 0.4835 -2.7227
C -1.1615 -0.9999 -4.6658
F -1.4881 0.0460 -5.4258
F 0.1600 -1.2046 -4.8178
F -1.7990 -2.0720 -5.1569
C -0.6735 -2.9197 -2.3281
C 0.6047 -3.4479 -1.7319
H 0.6342 -4.5400 -1.8188
H 1.4780 -3.1208 -2.2990
H 0.7479 -3.2004 -0.6815
H -0.7275 -3.2805 -3.3559
H -1.5467 -3.2631 -1.7698
H -2.5706 -1.1641 -3.0497
C -2.7116 0.6415 1.3021
O -2.3884 0.0091 0.0538
H -3.7713 0.5148 1.5333
H -2.1533 0.1835 2.1197
H -2.4926 1.7000 1.2045
H -3.0285 -0.6839 -0.1229
C -0.1309 4.4494 2.7887
O -0.7285 3.3448 2.1471
H -0.7081 5.3360 2.5242
H -0.1845 4.3531 3.8773
H 0.8953 4.5977 2.4449
H -0.1757 2.5550 2.2697
C 2.4860 -0.3475 -2.3290
O 1.5705 0.6898 -1.9064
H 2.0692 -0.9322 -3.1516
H 3.4245 0.0942 -2.6666
H 2.6438 -0.9988 -1.4741
H 1.5243 1.3576 -2.6002
C -1.3746 4.4380 -1.2916
O -1.9118 4.6206 0.0014
H -1.7481 3.5480 -1.8102
H -1.6635 5.2998 -1.8990
H -0.2809 4.3750 -1.2649
H -1.4541 4.0434 0.6377
C -0.4123 -3.6099 2.0946
O -0.9201 -3.5653 3.4248
H -0.7884 -4.4776 1.5448
H -0.7014 -2.6864 1.6067
H 0.6822 -3.6632 2.1178
H -0.5246 -4.2826 3.9260
C 0.5252 -0.1992 3.5556
O 0.6582 1.0674 2.9264
H -0.4640 -0.2168 4.0057
H 0.5724 -1.0208 2.8345
H 1.3121 -0.3467 4.2988
H 1.5390 1.1094 2.5273
C 3.5173 -0.5327 1.7609
O 3.2502 0.8161 1.3494
H 4.5934 -0.7291 1.8091
H 3.1200 -0.6720 2.7634
H 3.0444 -1.2535 1.0888
H 3.6550 0.8792 0.4799
```

The largest force on an atom is 3.2 eV Å⁻¹. Its energy above the lowest of the compared OMol25 structures with the same formula, charge and spin is 0.0 kcal per mole. The calculated total energy is -2510.69910 a.u. The HOMO energy comes out at -8.896 eV. The multiplicity is 1. The net charge is 0.

In elementary charge units, the Mulliken charges are: O 0.00; V 0.55; O -0.39; C 0.70; O -0.13; O -0.82; C 0.58; F -0.27; F -0.24; F -0.27; C -0.13; C -1.06; H 0.48; H 0.28; H 0.05; H 0.25; H 0.24; H 0.33; C -0.44; O -0.32; H 0.43; H 0.08; H 0.05; H 0.25; C -0.80; O -0.38; H 0.31; H 0.27; H 0.31; H 0.40; C -0.61; O -0.30; H 0.15; H 0.38; H 0.13; H 0.23; C -0.43; O -0.54; H 0.15; H 0.33; H 0.17; H 0.42; C -0.38; O -0.53; H 0.35; H -0.08; H 0.30; H 0.29; C -0.78; O -0.61; H 0.33; H 0.14; H 0.42; H 0.21; C -0.38; O -0.53; H 0.38; H 0.16; H 0.05; H 0.29


Record 2
The following is a quantum chemistry calculation of a molecular structure, C11H34N2NdP2S in a non-equilibrium geometry, from the Open Molecules 2025 dataset.

Structure (XYZ):
```
51
C11H34N2NdP2S, DFT ωB97M-V/def2-TZVPD
Nd 0.0000 0.0000 0.0000
H 2.6964 0.8080 -1.9251
H 3.0705 0.4092 -1.3964
P -1.2592 0.9954 -1.7052
P 1.0166 -1.4338 1.5498
C 1.3712 -0.7487 3.2305
H 1.7294 -1.5268 3.9278
H 2.1294 0.0468 3.1390
H 0.4473 -0.2949 3.6258
C 0.0421 -2.9528 1.9444
H -0.1129 -3.5207 1.0131
H 0.5567 -3.5826 2.6918
H -0.9442 -2.6486 2.3315
C 2.6602 -2.1443 1.0688
H 3.3969 -1.3273 0.9864
H 3.0155 -2.8810 1.8115
H 2.5637 -2.6325 0.0851
C -2.8928 0.1874 -2.0082
H -3.4460 0.6840 -2.8252
H -2.7165 -0.8713 -2.2574
H -3.4860 0.2294 -1.0799
C -1.7317 2.7727 -1.5096
H -0.8168 3.3882 -1.5118
H -2.4106 3.1121 -2.3120
H -2.2238 2.8985 -0.5307
C -0.5041 0.9794 -3.3982
H -0.2162 -0.0557 -3.6463
H -1.2071 1.3606 -4.1605
H 0.4043 1.6056 -3.3968
H -0.2339 -1.4442 -0.9498
H -1.3499 -0.1542 0.8294
C 0.1777 6.5653 1.9149
C -0.6928 5.3547 2.2382
N -0.2072 4.1800 1.5402
C 0.1509 2.9219 2.1317
S 0.0834 1.6143 1.1778
N 0.5736 2.7615 3.4940
C 1.1660 3.7797 4.3399
C 0.3667 3.9298 5.6307
H 1.2238 6.4008 2.2448
H -0.2246 7.4622 2.4312
H 0.1756 6.7536 0.8201
H -0.7658 5.2000 3.3259
H -1.7279 5.5647 1.8924
H -0.2668 4.2247 0.5140
H 0.5952 1.8145 3.8832
H 2.1980 3.4614 4.6010
H 1.2718 4.7474 3.8267
H 0.3370 2.9616 6.1745
H 0.8492 4.6889 6.2819
H -0.6738 4.2495 5.4170
```

The largest force on an atom is 11.6 eV Å⁻¹. Its energy above the lowest of the compared OMol25 structures with the same formula, charge and spin is 200.9 kcal per mole. The calculated total energy is -2190.61455 a.u. The HOMO energy (spin up / spin down) comes out at -9.930 / -10.359 eV. The multiplicity is 4. The net charge is +1.

In elementary charge units, the Mulliken charges are: Nd 0.51; H -0.02; H 0.02; P 0.65; P 0.65; C -1.27; H 0.49; H 0.39; H 0.22; C -1.17; H 0.35; H 0.40; H 0.34; C -1.20; H 0.34; H 0.39; H 0.35; C -1.17; H 0.40; H 0.33; H 0.33; C -1.23; H 0.23; H 0.45; H 0.35; C -1.18; H 0.35; H 0.39; H 0.33; H -0.13; H -0.13; C -1.07; C -0.32; N 0.06; C 0.14; S -0.38; N 0.10; C -0.30; C -1.08; H 0.27; H 0.34; H 0.36; H 0.06; H 0.38; H 0.17; H 0.11; H 0.36; H 0.06; H 0.36; H 0.35; H 0.27


Record 3
The following is a quantum chemistry calculation of a molecular structure, C11H35AsF6O6 in a non-equilibrium geometry, from the Open Molecules 2025 dataset.

Structure (XYZ):
```
59
C11H35AsF6O6, DFT ωB97M-V/def2-TZVPD
O -0.7194 -0.0547 -0.7455
H -1.6703 -0.0120 -0.4308
H -0.3643 -0.9729 -0.5731
H -0.1683 0.6644 -0.2862
As 0.2787 -1.3158 -4.3552
F 0.1723 -3.0572 -4.3534
F -0.0389 -1.2146 -6.0627
F 0.4111 0.4313 -4.3754
F 0.6212 -1.4167 -2.6143
F 2.0027 -1.4248 -4.6389
F -1.4208 -1.1910 -3.9817
C 0.7656 -4.5163 -0.7016
C -0.1157 -3.6712 0.2322
C -0.1070 -4.1431 1.6842
O 0.3709 -2.3201 0.1828
H 1.7304 -4.6358 -0.1987
H 0.8937 -4.0404 -1.6688
H 0.3388 -5.5183 -0.7936
H -1.1196 -3.6383 -0.1953
H -0.8689 -3.5771 2.2226
H 0.8595 -3.9669 2.1576
H -0.3357 -5.2082 1.7328
H 1.1394 -2.1700 0.7391
C -0.0216 3.2350 3.8579
C 0.4195 1.7883 3.7766
C -0.5823 0.8723 3.1032
O 1.7074 1.7173 3.1157
H 0.6822 3.8100 4.4621
H -1.0140 3.3577 4.2943
H -0.0293 3.6719 2.8560
H 0.5769 1.4158 4.7976
H -0.1641 -0.1160 2.9008
H -0.9132 1.2952 2.1539
H -1.4009 0.7036 3.8037
H 2.3693 1.9958 3.7539
C 2.9331 2.9384 0.0896
C 1.7106 2.3411 -0.5985
C 2.1294 1.2108 -1.5305
O 0.8184 1.7626 0.3836
H 2.6732 3.5574 0.9509
H 3.3587 3.6548 -0.6197
H 3.6507 2.1696 0.3635
H 1.1560 3.0954 -1.1609
H 2.5937 0.4024 -0.9594
H 2.9252 1.5810 -2.1815
H 1.3121 0.7972 -2.1139
H 1.1560 1.8317 1.2911
C -1.5603 2.3270 -2.6561
O -1.6834 2.5243 -1.2388
H -1.6647 1.2785 -2.9106
H -2.2685 2.9639 -3.1927
H -0.5733 2.6603 -2.9954
H -1.3799 3.4102 -1.0325
C -3.7082 -1.5371 0.5368
O -2.9195 -0.3553 0.7276
H -3.3113 -2.1021 -0.3014
H -3.6482 -2.1415 1.4478
H -4.7554 -1.2854 0.3602
H -3.2297 0.1377 1.4895
```

The largest force on an atom is 1.3 eV Å⁻¹. Its energy above the lowest of the compared OMol25 structures with the same formula, charge and spin is 17.0 kcal per mole. The calculated total energy is -3726.59159 a.u. The HOMO energy comes out at -10.402 eV. The multiplicity is 1. The net charge is 0.

In elementary charge units, the natural (NBO) charges are: O -0.83; H 0.56; H 0.56; H 0.56; As 2.83; F -0.63; F -0.62; F -0.64; F -0.66; F -0.63; F -0.64; C -0.63; C 0.11; C -0.63; O -0.76; H 0.19; H 0.26; H 0.21; H 0.18; H 0.21; H 0.20; H 0.22; H 0.49; C -0.63; C 0.10; C -0.64; O -0.76; H 0.21; H 0.22; H 0.21; H 0.16; H 0.22; H 0.22; H 0.22; H 0.49; C -0.64; C 0.10; C -0.64; O -0.80; H 0.21; H 0.22; H 0.21; H 0.17; H 0.20; H 0.22; H 0.26; H 0.52; C -0.26; O -0.76; H 0.22; H 0.16; H 0.17; H 0.47; C -0.25; O -0.76; H 0.20; H 0.17; H 0.18; H 0.49


Record 4
The following is a quantum chemistry calculation of a molecular structure, C11H36BMgO11S3 in a non-equilibrium geometry, from the Open Molecules 2025 dataset.

Structure (XYZ):
```
63
C11H36BMgO11S3, DFT ωB97M-V/def2-TZVPD
Mg -0.2370 1.6593 0.8195
B -0.4621 1.2577 2.8435
H -1.2530 1.8378 2.3939
H -0.1216 0.4721 2.1868
H 0.3935 1.8923 3.0152
H -0.7765 0.8533 3.7931
O -0.2793 -2.5378 -0.1652
S -1.3918 -1.5310 -0.0598
O -1.0091 -0.1214 0.0364
O -2.3835 -1.6463 -1.3683
C -2.8776 -2.9763 -1.6661
C -4.4100 -2.9818 -1.6605
C -2.5014 -1.9632 1.3336
H -2.5063 -3.7009 -0.9414
H -2.5280 -3.3184 -2.6401
H -4.6710 -2.7934 -0.6191
H -4.7064 -3.9505 -2.0628
H -4.9236 -2.1534 -2.1483
H -3.3559 -1.2873 1.3688
H -1.9200 -1.6682 2.2072
H -2.7410 -3.0257 1.3738
O 1.6840 0.8169 0.7281
S 2.9682 0.0768 0.5485
O 3.9991 0.7227 -0.2488
O 3.6318 -0.3491 2.0047
C 2.7253 -0.5370 3.1443
C 3.2494 -1.7195 3.9929
C 2.7104 -1.6599 -0.0816
H 1.7331 -0.8636 2.8329
H 2.7059 0.3998 3.7012
H 3.2340 -2.5989 3.3491
H 2.6390 -1.8660 4.8840
H 4.3164 -1.6484 4.2044
H 2.2320 -2.2453 0.7036
H 3.7092 -1.9099 -0.4394
H 2.0735 -1.6947 -0.9654
O -0.4424 1.9642 -3.6284
S 0.5126 1.5261 -2.6215
O 0.2896 1.8083 -1.2170
O 0.8167 -0.1184 -2.7446
C 0.3057 -0.8405 -3.8686
C 0.7641 -2.2983 -3.5639
C 2.2318 2.1073 -3.1049
H 0.7357 -0.4702 -4.7993
H -0.7819 -0.8603 -3.9375
H 1.8459 -2.4178 -3.5046
H 0.4387 -2.9929 -4.3384
H 0.3735 -2.5658 -2.5821
H 2.9456 1.6645 -2.4102
H 2.2331 3.1894 -2.9739
H 2.3911 1.8969 -4.1624
C -3.1315 2.4809 0.7188
O -1.8708 2.4944 0.0650
H -3.9860 2.4854 0.0421
H -3.3257 1.6492 1.3961
H -3.0791 3.3736 1.3420
H -1.9526 3.1892 -0.5924
C 0.4702 4.3714 1.9829
O 0.6607 3.4556 1.0114
H 0.1785 5.3075 1.5066
H -0.2890 3.9503 2.6420
H 1.3750 4.6353 2.5306
H 1.3410 3.7737 0.4135
```

The largest force on an atom is 4.2 eV Å⁻¹. Its energy above the lowest of the compared OMol25 structures with the same formula, charge and spin is 66.1 kcal per mole. The calculated total energy is -2687.57729 a.u. The HOMO energy comes out at -12.900 eV. The multiplicity is 1. The net charge is +1.

In elementary charge units, the natural (NBO) charges are: Mg 1.78; B -0.90; H -0.06; H -0.05; H 0.02; H 0.05; O -0.91; S 2.32; O -0.99; O -0.69; C -0.08; C -0.63; C -0.86; H 0.20; H 0.20; H 0.20; H 0.23; H 0.23; H 0.26; H 0.28; H 0.27; O -1.01; S 2.32; O -0.90; O -0.70; C -0.07; C -0.63; C -0.82; H 0.20; H 0.21; H 0.21; H 0.23; H 0.23; H 0.26; H 0.26; H 0.26; O -0.89; S 2.33; O -1.00; O -0.72; C -0.07; C -0.63; C -0.82; H 0.19; H 0.20; H 0.22; H 0.23; H 0.22; H 0.27; H 0.24; H 0.26; C -0.27; O -0.80; H 0.19; H 0.21; H 0.19; H 0.51; C -0.25; O -0.78; H 0.17; H 0.22; H 0.18; H 0.50


> What is the energy above the lowest of the compared OMol25 structures with the same formula, charge and spin in the third record?

17.0 kcal per mole


> Number 4 is which compound?

C11H36BMgO11S3


> net charge of number 1 (C11H34F3O11V)?

0